(1)
{
  "formula": "C43H38GaN5O3P",
  "method": "the ωB97M-V functional and the def2-TZVPD basis",
  "homo_energy_ev": -10.02,
  "charge": 1,
  "symbols": ["Ga", "O", "C", "C", "C", "C", "C", "C", "C", "N", "N", "C", "O", "C", "C", "C", "C", "C", "C", "H", "H", "H", "H", "H", "H", "H", "H", "H", "H", "N", "C", "C", "C", "C", "C", "C", "P", "C", "C", "C", "C", "C", "C", "C", "C", "C", "C", "C", "C", "H", "H", "H", "H", "H", "H", "H", "H", "H", "H", "H", "H", "H", "H", "H", "H", "C", "N", "N", "C", "O", "C", "C", "C", "C", "C", "C", "C", "C", "C", "H", "H", "H", "H", "H", "H", "H", "H", "H", "H", "H", "H"],
  "coordinates": [[0.493, 0.085, 0.255], [0.856, 1.297, -1.118], [0.256, 2.421, -1.472], [0.824, 3.175, -2.509], [0.229, 4.339, -2.945], [-0.953, 4.809, -2.364], [-1.512, 4.090, -1.335], [-0.931, 2.898, -0.873], [-1.560, 2.240, 0.247], [-1.120, 1.163, 0.783], [-1.834, 0.639, 1.860], [-1.124, -0.299, 2.412], [0.082, -0.619, 2.005], [-1.682, -1.064, 3.554], [-0.864, -1.937, 4.262], [-1.377, -2.660, 5.329], [-2.710, -2.517, 5.685], [-3.531, -1.650, 4.975], [-3.021, -0.923, 3.912], [1.738, 2.806, -2.957], [0.688, 4.898, -3.751], [-1.414, 5.722, -2.713], [-2.421, 4.440, -0.858], [-2.460, 2.678, 0.677], [0.174, -2.041, 3.973], [-0.737, -3.334, 5.884], [-3.112, -3.083, 6.516], [-4.571, -1.539, 5.253], [-3.647, -0.242, 3.352], [-1.952, -0.823, -1.418], [-2.132, -2.117, -0.898], [-3.386, -2.616, -0.563], [-3.503, -3.884, -0.021], [-2.380, -4.679, 0.184], [-1.127, -4.179, -0.124], [-0.994, -2.892, -0.646], [0.589, -2.064, -0.847], [0.953, -1.936, -2.611], [1.960, -1.061, -3.023], [2.286, -0.975, -4.368], [1.601, -1.745, -5.300], [0.593, -2.608, -4.893], [0.269, -2.708, -3.547], [1.855, -3.139, -0.135], [2.011, -3.152, 1.252], [2.976, -3.965, 1.827], [3.788, -4.759, 1.023], [3.632, -4.747, -0.355], [2.664, -3.937, -0.937], [-1.465, -0.798, -2.307], [-2.800, -0.278, -1.476], [-4.267, -2.009, -0.733], [-4.484, -4.260, 0.241], [-2.481, -5.674, 0.595], [-0.245, -4.775, 0.072], [2.480, -0.445, -2.298], [3.068, -0.299, -4.690], [1.853, -1.670, -6.350], [0.061, -3.205, -5.622], [-0.512, -3.387, -3.225], [1.383, -2.522, 1.873], [3.097, -3.979, 2.902], [4.541, -5.392, 1.475], [4.261, -5.369, -0.979], [2.548, -3.919, -2.014], [6.319, 0.619, 3.104], [4.993, 0.990, 2.626], [4.464, 0.292, 1.556], [3.104, 0.371, 1.611], [2.407, -0.054, 0.647], [2.770, 1.012, 2.827], [3.955, 1.347, 3.426], [4.189, 1.964, 4.761], [5.203, 0.057, 0.354], [5.106, -1.198, -0.224], [5.767, -1.439, -1.420], [6.535, -0.444, -2.007], [6.636, 0.805, -1.404], [5.958, 1.067, -0.223], [7.008, 0.581, 2.265], [6.304, -0.350, 3.607], [6.654, 1.388, 3.794], [1.774, 1.196, 3.188], [3.241, 2.284, 5.184], [4.845, 2.831, 4.681], [4.647, 1.252, 5.450], [4.513, -1.968, 0.256], [5.689, -2.414, -1.883], [7.062, -0.641, -2.932], [7.235, 1.582, -1.859], [6.003, 2.046, 0.239]]
}

(2)
{
  "formula": "C2H8N2O2",
  "method": "the ωB97M-V functional and the def2-TZVPD basis",
  "homo_energy_ev": -9.13,
  "smiles": "NC=O.NCO",
  "charge": 0,
  "de_lowest_ev": 2.1973,
  "symbols": ["N", "C", "O", "H", "H", "H", "H", "H", "C", "N", "O", "H", "H", "H"],
  "coordinates": [[1.571, 0.400, 1.755], [1.429, 0.801, 0.309], [1.005, -0.294, -0.513], [2.501, 0.488, 2.207], [0.964, -0.296, 2.219], [0.583, 1.506, 0.261], [2.400, 1.376, 0.065], [0.908, -0.995, 0.168], [-2.197, -0.126, -0.532], [-1.506, -0.525, -1.688], [-1.860, -0.507, 0.588], [-3.195, 0.143, -0.782], [-0.698, -1.118, -1.552], [-1.906, -0.855, -2.506]]
}

(3)
{
  "formula": "C21H35FP2Tc",
  "method": "the ωB97M-V functional and the def2-TZVPD basis",
  "spin_multiplicity": 4,
  "homo_energy_ev": [-13.56, -13.92],
  "charge": 2,
  "de_lowest_ev": 8.8931,
  "symbols": ["P", "P", "C", "C", "H", "H", "H", "H", "C", "H", "H", "H", "C", "H", "H", "H", "C", "H", "H", "H", "C", "H", "H", "H", "Tc", "C", "C", "C", "C", "C", "C", "C", "C", "C", "H", "H", "H", "H", "H", "H", "H", "H", "H", "H", "H", "H", "H", "H", "H", "F", "C", "C", "C", "C", "C", "C", "H", "H", "H", "H"],
  "coordinates": [[0.483, -1.019, -5.277], [-1.316, 1.825, -3.320], [-0.428, 0.398, -6.022], [-1.001, 1.537, -5.176], [-1.195, 0.028, -6.723], [0.341, 0.820, -6.691], [-0.429, 2.434, -5.454], [-2.013, 1.661, -5.596], [-3.142, 2.045, -3.546], [-3.657, 2.266, -2.595], [-3.573, 1.146, -4.006], [-3.238, 2.897, -4.227], [-0.543, 3.495, -3.228], [-0.963, 4.057, -4.066], [0.543, 3.379, -3.321], [-0.775, 3.987, -2.267], [-0.114, -2.076, -6.850], [0.175, -3.139, -6.792], [0.291, -1.675, -7.787], [-1.211, -2.055, -6.911], [2.227, -1.932, -5.978], [2.797, -1.235, -6.610], [2.075, -2.857, -6.548], [2.868, -2.199, -5.124], [-1.409, 1.555, -1.230], [1.888, -0.050, -4.630], [2.613, 0.896, -5.316], [-0.953, -0.115, -2.780], [-1.592, -1.331, -3.541], [-0.668, -2.243, -4.399], [0.700, -2.519, -4.031], [1.507, -1.932, -2.902], [2.190, -0.537, -3.250], [-1.173, 0.038, 0.295], [3.404, 0.604, -6.012], [2.418, 1.934, -5.129], [-1.293, -0.280, -1.713], [0.121, -0.158, -2.828], [-2.052, -1.965, -2.765], [-2.440, -0.963, -4.144], [-1.244, -2.958, -5.002], [1.107, -3.430, -4.479], [2.334, -2.625, -2.666], [0.906, -1.858, -1.986], [1.966, 0.198, -2.450], [3.285, -0.658, -3.196], [-0.995, 0.422, 1.307], [-0.349, -0.678, 0.094], [-2.086, -0.589, 0.350], [0.701, 2.671, 3.777], [0.424, 2.808, 2.434], [1.482, 2.930, 1.534], [1.212, 2.934, 0.147], [-0.102, 2.749, -0.295], [-1.186, 2.991, 0.630], [-0.916, 2.818, 2.028], [2.500, 2.986, 1.922], [2.017, 3.061, -0.564], [-2.043, 3.647, 0.385], [-1.717, 2.729, 2.752]]
}

(4)
{
  "formula": "C10H15ClO",
  "method": "the ωB97M-V functional and the def2-TZVPD basis",
  "homo_energy_ev": [-7.39, -7.69],
  "charge": 0,
  "de_lowest_ev": 1.3227,
  "symbols": ["C", "C", "C", "C", "C", "C", "C", "C", "C", "C", "O", "Cl", "H", "H", "H", "H", "H", "H", "H", "H", "H", "H", "H", "H", "H", "H", "H"],
  "coordinates": [[1.425, 0.922, 1.356], [1.617, -1.027, -0.117], [0.658, -1.665, 0.728], [1.476, 0.544, -0.104], [-0.775, -1.198, 0.369], [-0.850, 0.373, 0.430], [0.048, 1.034, -0.568], [-1.844, -1.864, 1.229], [-0.134, 2.539, -0.364], [-0.264, 0.581, -1.993], [1.970, 1.604, 2.210], [-2.426, 0.913, 0.675], [2.691, -1.194, 0.171], [1.730, -1.233, -1.162], [0.780, -2.710, 0.607], [0.726, -1.361, 1.797], [2.207, 1.116, -0.630], [-1.030, -1.467, -0.696], [-1.927, -1.292, 2.191], [-1.516, -2.893, 1.293], [-2.917, -2.065, 0.901], [-0.864, 3.090, -1.051], [0.826, 3.045, -0.631], [-0.556, 2.726, 0.628], [-0.161, -0.450, -2.414], [0.434, 1.069, -2.768], [-1.324, 0.862, -2.086]]
}

(5)
{
  "formula": "C2H9N2",
  "method": "the ωB97M-V functional and the def2-TZVPD basis",
  "homo_energy_ev": -13.45,
  "charge": 1,
  "de_lowest_ev": 6.7437,
  "symbols": ["N", "C", "C", "N", "H", "H", "H", "H", "H", "H", "H", "H", "H"],
  "coordinates": [[1.678, 2.279, -1.544], [-1.177, -0.206, 1.302], [-1.058, -1.442, 0.464], [0.232, -1.070, -0.029], [-2.068, -0.101, 1.845], [1.822, 3.262, -1.363], [2.350, 1.923, -2.170], [-1.167, 0.589, 0.513], [-0.387, -0.186, 2.070], [-1.920, -1.517, -0.194], [-0.930, -2.454, 1.029], [1.598, 1.691, -0.729], [0.747, -1.780, -0.587]]
}

(6)
{
  "formula": "C6H12O",
  "method": "the ωB97M-V functional and the def2-TZVPD basis",
  "homo_energy_ev": -8.39,
  "charge": 0,
  "de_lowest_ev": 3.5235,
  "symbols": ["C", "C", "C", "C", "C", "C", "O", "H", "H", "H", "H", "H", "H", "H", "H", "H", "H", "H", "H"],
  "coordinates": [[-1.502, 0.376, -1.560], [-0.255, -0.489, -1.755], [-0.071, -1.497, -0.655], [1.064, -1.715, 0.003], [1.062, 0.543, 2.112], [0.689, 1.817, 1.399], [-0.049, 0.069, 2.647], [-1.622, 1.090, -2.382], [-1.451, 0.943, -0.623], [-2.405, -0.246, -1.523], [0.639, 0.145, -1.824], [-0.335, -1.020, -2.715], [-0.959, -2.077, -0.392], [1.969, -1.150, -0.213], [1.137, -2.466, 0.786], [1.302, 2.631, 1.806], [-0.373, 2.093, 1.450], [0.986, 1.716, 0.347], [0.174, -0.764, 3.092]]
}

(7)
{
  "formula": "C5H11NO2",
  "method": "the ωB97M-V functional and the def2-TZVPD basis",
  "homo_energy_ev": -6.87,
  "charge": 0,
  "de_lowest_ev": 7.1381,
  "symbols": ["C", "C", "O", "N", "H", "H", "H", "H", "H", "C", "C", "C", "O", "H", "H", "H", "H", "H", "H"],
  "coordinates": [[1.213, 1.882, 0.194], [-1.315, 1.066, -1.026], [0.349, 0.875, 0.740], [-0.662, 0.237, -0.230], [1.991, 1.440, -0.434], [0.689, 2.640, -0.385], [1.660, 2.345, 1.073], [-1.598, 0.694, -1.998], [-1.756, 1.932, -0.558], [1.340, -1.493, 0.132], [-1.627, -1.010, 0.916], [0.290, -0.876, -0.750], [0.013, -1.324, -1.833], [2.313, -1.112, -0.192], [1.339, -2.569, -0.024], [-1.121, -1.806, 1.455], [-2.293, -1.428, 0.167], [-2.028, -0.248, 1.573], [1.202, -1.246, 1.179]]
}

(8)
{
  "formula": "C4H6N2S",
  "method": "the ωB97M-V functional and the def2-TZVPD basis",
  "homo_energy_ev": -9.56,
  "smiles": "[H]/N=C\\NSCC#C",
  "charge": 0,
  "de_lowest_ev": 3.1724,
  "symbols": ["C", "C", "C", "C", "H", "H", "H", "H", "H", "H", "N", "N", "S"],
  "coordinates": [[2.090, 0.621, -0.380], [-1.000, -0.766, 0.811], [-1.536, -1.525, -0.304], [-2.109, -2.125, -1.173], [1.961, 0.823, 1.548], [2.664, 0.563, -1.282], [0.501, 0.639, -1.593], [-1.833, -0.757, 1.553], [-0.147, -1.312, 1.322], [-2.737, -2.471, -2.061], [2.645, 0.713, 0.784], [0.735, 0.798, -0.696], [-0.546, 0.919, 0.386]]
}

no.,E_tot (hartree)
1,-4426.9784
2,-340.9497
3,-1683.3573
4,-925.3173
5,-190.6265
6,-310.9298
7,-402.1158
8,-663.6119